79
Properties=species:S:1:pos:R:3:lowdin_charge:R:1 method="wB97M-V/def2-TZVPD" gap_ev=6.15 charge=-2 relative_energy_kcal_mol=26.1 lumo_ev=4.228 total_energy_ha=-3997.7037 e_homo_ev=-1.921
Pb 0.14 0.45 0.10 1.017
C -0.14 2.47 -3.56 -0.025
C 1.15 2.95 -2.96 -0.199
C 2.27 3.20 -3.75 -0.066
C 3.48 3.59 -3.18 -0.116
C 3.56 3.74 -1.80 -0.078
C 2.46 3.52 -0.99 -0.212
C 2.56 3.68 0.51 -0.042
C 1.24 3.12 -1.57 -0.230
N 0.17 2.77 -0.74 -0.058
C -0.83 3.61 -0.51 -0.521
O -0.99 4.76 -0.95 -0.006
C -1.88 3.06 0.43 -0.195
C -3.05 3.77 0.68 -0.004
C -3.99 3.23 1.54 -0.052
C -3.75 2.00 2.13 -0.002
C -2.56 1.34 1.83 -0.207
N -1.66 1.88 1.02 0.002
C -2.23 0.04 2.54 -0.522
O -3.00 -0.32 3.45 -0.005
N -1.12 -0.58 2.12 -0.035
C -0.58 -1.55 2.97 -0.203
C -0.12 -1.19 4.26 -0.201
C -0.18 0.23 4.74 -0.044
C 0.42 -2.17 5.09 -0.066
C 0.48 -3.50 4.70 -0.101
C 0.03 -3.85 3.44 -0.059
C -0.45 -2.89 2.56 -0.152
C -0.80 -3.31 1.16 -0.021
H -0.14 2.61 -4.65 0.075
H -0.28 1.41 -3.35 0.054
H -0.99 3.00 -3.14 0.077
H 2.20 3.07 -4.82 0.099
H 4.34 3.77 -3.80 0.085
H 4.50 4.04 -1.35 0.096
H 3.39 4.34 0.77 0.069
H 1.64 4.10 0.92 0.074
H 2.72 2.71 0.98 0.074
H -3.18 4.72 0.19 0.109
H -4.91 3.76 1.75 0.098
H -4.44 1.53 2.81 0.109
H 0.17 0.92 3.96 0.081
H -1.20 0.51 4.99 0.075
H 0.45 0.36 5.63 0.068
H 0.78 -1.87 6.07 0.097
H 0.88 -4.25 5.37 0.088
H 0.04 -4.89 3.14 0.105
H -1.38 -4.24 1.18 0.125
H -1.37 -2.54 0.65 0.106
H 0.62 -2.78 -0.29 0.057
C 4.80 -0.99 -0.98 -0.008
C 4.06 -1.41 0.27 -0.567
O 3.98 -0.68 1.25 0.008
N 3.53 -2.66 0.24 0.073
C 2.68 -3.19 1.32 -0.127
C 1.66 -4.17 0.84 -0.231
C 1.78 -5.52 1.01 -0.123
C 0.92 -6.45 0.41 -0.169
C 0.10 -5.93 -0.61 -0.151
C -0.02 -4.60 -0.81 -0.104
N 0.41 -3.66 0.22 -0.030
H 4.36 -0.06 -1.35 0.080
H 4.76 -1.74 -1.77 0.069
H 5.84 -0.78 -0.72 0.075
H 3.56 -3.20 -0.60 0.126
H 2.24 -2.33 1.83 0.113
H 3.31 -3.71 2.05 0.121
H 2.62 -5.87 1.60 0.105
H 1.00 -7.51 0.60 0.059
H -0.37 -6.60 -1.33 0.096
H -0.51 -4.15 -1.67 0.092
S -2.93 -3.17 -6.07 0.401
C -2.22 -2.41 -4.78 -1.545
S -3.08 -1.46 -3.63 0.865
C -1.74 -1.01 -2.59 -1.164
C -0.53 -1.49 -2.97 -1.198
S 0.98 -1.21 -2.16 0.370
S -0.53 -2.47 -4.43 0.857
S -2.13 -0.01 -1.22 0.489